[1]
{"formula": "C12H30KN2O4", "method": "ωB97M-V with the def2-TZVPD basis set", "species": ["K", "C", "O", "C", "C", "N", "C", "C", "O", "C", "H", "H", "H", "H", "H", "H", "H", "H", "H", "H", "H", "H", "H", "H", "H", "C", "O", "C", "C", "N", "C", "C", "O", "C", "H", "H", "H", "H", "H", "H", "H", "H", "H", "H", "H", "H", "H", "H", "H"], "xyz": [[0.17888, -0.02127, -1.65119], [-3.17990, -1.49109, -0.90828], [-1.79539, -1.50781, -0.54303], [-1.40111, -2.77899, -0.11472], [0.06174, -2.82036, 0.39561], [0.98607, -2.55082, -0.72183], [2.24985, -3.32821, -0.52857], [2.99283, -3.08872, 0.77601], [3.97564, -4.08006, 0.86873], [4.68236, -4.05882, 2.08728], [-3.28967, -2.26504, -1.67915], [-3.51048, -0.56617, -1.37253], [-3.78756, -1.74098, -0.03661], [-1.52459, -3.59516, -0.84102], [-1.98747, -3.07829, 0.76590], [0.22110, -3.79974, 0.85389], [0.06919, -2.06333, 1.18386], [0.56393, -3.03781, -1.50921], [2.92600, -3.13791, -1.36591], [1.97816, -4.38079, -0.67275], [2.32474, -3.15047, 1.64567], [3.46818, -2.09778, 0.73938], [4.05207, -4.37831, 2.92408], [5.12315, -3.07814, 2.28845], [5.48633, -4.78828, 2.00657], [-1.48470, 3.90585, 3.26505], [-0.65309, 3.52374, 2.18839], [-0.97336, 2.22267, 1.67067], [-2.19979, 2.23986, 0.78771], [-1.87752, 2.12751, -0.65099], [-1.03912, 3.24057, -1.06714], [-0.82326, 3.28151, -2.58629], [0.05864, 2.26075, -3.06994], [1.40425, 2.75044, -3.18957], [-1.26236, 4.94999, 3.47599], [-1.26539, 3.30268, 4.15060], [-2.55784, 3.84425, 3.05913], [-1.06598, 1.55536, 2.53734], [0.01018, 1.92812, 1.29671], [-2.76553, 3.16535, 0.95881], [-2.95062, 1.49231, 1.05142], [-2.76234, 2.20692, -1.14533], [-0.04254, 3.17438, -0.62553], [-1.49645, 4.22724, -0.90432], [-0.65658, 4.24170, -3.06913], [-1.80081, 2.92147, -2.95291], [1.87475, 2.99723, -2.23642], [1.57418, 3.48452, -3.97540], [1.89119, 1.83994, -3.55948]], "forces_ev_per_a": [[-0.22, 0.14, 0.14], [0.25, -1.08, -0.40], [0.09, 0.74, -0.50], [0.74, -1.25, 1.54], [-1.53, 0.74, -0.76], [0.55, -0.33, 0.67], [-0.23, -0.26, -0.76], [-0.15, 0.01, -0.18], [0.07, -0.17, -0.25], [0.23, -0.29, 0.12], [-0.41, -0.01, 0.18], [0.48, 0.34, 0.34], [-0.12, 0.09, -0.08], [-0.24, 0.40, -0.43], [-0.26, 0.05, -0.17], [0.00, -0.06, -0.04], [0.66, 0.04, -0.03], [-0.04, 0.22, -0.13], [-0.01, 0.30, 0.09], [0.28, -0.16, 0.65], [-0.02, 0.16, -0.05], [-0.16, 0.08, 0.21], [-0.11, 0.22, 0.01], [-0.09, 0.05, 0.04], [0.01, 0.06, -0.10], [0.15, 0.30, 0.20], [-0.49, -0.20, -0.34], [0.92, 0.61, 1.82], [-0.48, -0.02, -0.63], [0.18, -0.14, 0.20], [0.73, 1.16, -1.40], [-1.95, -2.08, -0.22], [0.60, 1.48, 0.29], [0.24, -2.12, -0.52], [0.06, -0.03, 0.08], [-0.03, -0.03, 0.05], [0.02, -0.14, -0.22], [-0.52, -0.07, -0.06], [-0.46, -0.30, -1.04], [0.43, 0.26, 0.17], [0.43, -0.47, -0.08], [0.10, -0.10, -0.11], [-0.25, 0.24, 0.52], [0.15, -0.08, 0.80], [0.42, 0.15, 0.41], [0.12, 0.44, -0.34], [-0.23, 0.41, 0.03], [-0.44, 0.40, 0.25], [0.52, 0.28, 0.05]], "total_charge": 1, "relative_energy_kcal_mol": 38.9, "energy_ev": -40418.480}

***

[2]
{"formula": "C12H30KN2O4S", "method": "ωB97M-V with the def2-TZVPD basis set", "species": ["K", "S", "O", "O", "O", "O", "C", "C", "N", "C", "C", "C", "C", "H", "H", "H", "H", "H", "H", "H", "H", "H", "H", "H", "H", "H", "H", "H", "C", "C", "N", "C", "C", "C", "C", "H", "H", "H", "H", "H", "H", "H", "H", "H", "H", "H", "H", "H", "H", "H"], "xyz": [[5.97250, 16.97940, 22.69835], [4.84394, 18.53355, 19.97105], [3.97434, 17.84930, 20.84886], [6.15598, 18.48261, 20.48881], [4.85725, 18.08474, 18.55930], [4.19709, 19.84596, 20.07126], [6.01485, 15.04460, 19.27828], [5.85390, 14.03991, 20.46497], [6.86031, 14.17340, 21.52645], [6.58374, 13.45742, 22.79564], [5.19868, 13.60054, 23.50049], [8.23045, 13.95810, 21.01310], [8.92352, 15.31086, 20.73768], [6.18144, 16.01578, 19.74427], [5.16900, 14.92543, 18.60120], [6.90583, 14.73299, 18.73317], [4.85220, 14.19265, 20.86670], [5.92804, 12.99965, 20.14803], [6.66072, 12.38487, 22.61723], [7.35899, 13.66534, 23.53311], [5.33471, 13.22756, 24.51561], [4.82192, 14.61989, 23.58466], [4.41319, 12.95669, 23.10480], [8.30883, 13.23261, 20.20339], [8.78861, 13.48709, 21.82225], [8.46070, 16.13294, 21.28366], [8.71911, 15.69200, 19.73715], [9.98999, 15.40268, 20.94334], [5.49575, 16.37936, 26.06810], [6.10128, 17.72561, 25.73559], [7.41553, 17.74162, 25.03234], [7.88697, 19.16070, 25.03496], [6.92670, 20.05046, 24.24903], [8.35468, 16.77161, 25.53041], [9.65013, 16.68609, 24.75485], [5.74697, 15.62473, 25.32276], [4.45230, 16.42372, 26.38007], [6.03447, 15.94126, 26.90830], [5.45626, 18.24728, 25.02855], [6.14579, 18.33609, 26.63749], [8.09707, 19.55282, 26.03004], [8.80473, 19.24826, 24.45345], [6.01231, 20.25199, 24.80703], [7.35888, 21.00806, 23.95861], [6.69058, 19.46947, 23.35752], [7.93723, 15.77437, 25.39132], [8.68613, 16.87437, 26.56369], [10.27148, 17.55762, 24.96090], [9.35674, 16.55608, 23.71316], [10.17065, 15.75251, 24.96838]], "forces_ev_per_a": [[-0.45, 0.31, -1.26], [-3.87, 3.94, -4.67], [-2.64, -6.17, 3.89], [5.90, -0.42, 2.48], [0.06, -0.73, 0.35], [1.13, 2.72, -0.96], [0.74, -1.60, 1.38], [-0.14, 0.04, -0.11], [-0.21, 0.86, 0.51], [-0.68, -0.55, -0.75], [0.59, 0.04, -0.19], [0.30, 0.89, 1.63], [-0.54, 0.68, -0.71], [-0.49, 0.34, -0.77], [-0.03, 0.64, 0.27], [0.14, 0.26, -0.20], [0.03, 0.00, 0.30], [-0.34, -0.42, -0.56], [0.19, -0.57, -0.04], [0.17, 0.42, -0.16], [0.12, 0.10, 0.17], [-0.05, -0.03, -0.17], [0.10, 0.25, -0.48], [-0.36, 0.16, -0.42], [0.08, -0.11, 0.20], [-0.15, -0.30, 0.59], [0.30, -0.37, -0.32], [0.08, -0.55, -0.10], [1.35, -0.66, 0.58], [0.03, 0.33, -0.83], [-0.38, 0.80, 0.68], [0.24, -0.21, -1.01], [-0.33, -0.46, 0.39], [0.84, -0.84, 0.05], [-0.38, -0.03, -0.67], [-0.79, 0.12, -0.47], [0.01, 0.03, -0.54], [0.00, 0.16, 0.43], [-0.38, 0.09, 0.33], [0.03, 0.17, 0.26], [-0.09, -0.15, 0.42], [0.28, -0.50, 0.23], [-0.05, 0.09, -0.16], [0.12, -0.18, 0.02], [-0.23, 0.56, -0.32], [-0.45, 0.02, 0.40], [-0.59, 0.24, 0.68], [0.21, -0.19, -0.46], [0.42, 0.60, -0.36], [0.17, 0.17, 0.48]], "total_charge": -1, "relative_energy_kcal_mol": 46.5, "energy_ev": -51261.131}

***

[3]
{"formula": "C12H30N4O10", "method": "ωB97M-V with the def2-TZVPD basis set", "species": ["N", "O", "O", "O", "N", "O", "O", "O", "C", "O", "C", "C", "N", "C", "C", "O", "C", "H", "H", "H", "H", "H", "H", "H", "H", "H", "H", "H", "H", "H", "H", "H", "C", "O", "C", "C", "N", "C", "C", "O", "C", "H", "H", "H", "H", "H", "H", "H", "H", "H", "H", "H", "H", "H", "H", "H"], "xyz": [[4.38643, 23.71543, -20.07125], [4.54489, 24.67443, -19.23814], [3.88130, 22.65990, -19.63159], [4.77029, 23.87126, -21.24814], [2.61671, 26.89271, -21.74695], [1.76884, 26.72705, -22.69154], [2.48875, 26.22283, -20.70469], [3.56862, 27.71544, -21.84325], [5.40493, 28.47870, -26.82715], [5.48506, 27.97275, -25.47784], [5.79167, 26.59044, -25.44436], [5.02491, 25.86943, -24.28798], [5.92504, 24.84692, -23.73612], [6.08088, 23.72210, -24.59486], [7.03036, 22.66782, -23.93541], [8.32611, 23.14552, -23.75542], [9.17416, 22.27837, -23.08010], [5.68696, 29.52970, -26.87246], [4.36401, 28.32670, -27.10941], [6.14556, 27.93017, -27.41160], [6.87738, 26.53078, -25.30281], [5.51773, 26.13016, -26.40220], [4.05813, 25.51412, -24.65591], [4.94135, 26.59205, -23.47631], [5.44931, 24.40343, -22.94520], [6.64900, 23.92543, -25.51520], [5.07462, 23.30798, -24.78040], [6.94414, 21.80670, -24.61297], [6.53356, 22.40570, -22.99254], [10.22270, 22.56658, -23.01153], [9.25938, 21.25946, -23.49390], [8.75513, 22.10581, -22.08034], [0.39660, 20.06759, -16.30296], [1.31414, 20.78408, -17.07946], [1.23943, 20.47882, -18.46163], [2.01893, 19.21877, -18.82842], [3.46084, 19.32266, -18.48548], [4.26272, 19.45032, -19.69837], [5.75208, 19.72121, -19.43040], [5.85644, 20.75912, -18.46840], [7.10234, 21.41578, -18.56743], [-0.50970, 20.67315, -16.22643], [0.84527, 19.96125, -15.30399], [0.30138, 18.98805, -16.47649], [1.62115, 21.34606, -19.00181], [0.18683, 20.33682, -18.73880], [1.95645, 18.93314, -19.88186], [1.67283, 18.39297, -18.19870], [3.75276, 18.44022, -18.08204], [3.85698, 20.18805, -20.39503], [4.15355, 18.57385, -20.36455], [6.40949, 19.96314, -20.26750], [6.12381, 18.80394, -18.94293], [7.04166, 22.10527, -19.41452], [8.01909, 20.83262, -18.75052], [7.32667, 21.89566, -17.61603]], "forces_ev_per_a": [[0.32, 2.23, 2.59], [0.08, -1.44, -1.35], [-0.08, -0.36, -1.12], [-0.18, -0.91, -0.10], [-0.41, -0.50, 0.45], [0.97, 0.52, 0.37], [-0.11, 0.51, -0.56], [-0.76, -0.27, -0.47], [0.27, -0.79, 1.62], [-0.18, 1.00, -0.79], [-0.49, -0.30, 0.49], [2.07, 0.83, -0.12], [-0.66, -0.14, 0.12], [1.76, -0.72, -0.06], [-2.47, 0.07, -0.06], [0.82, 0.51, -0.95], [-0.47, -1.39, 0.88], [-0.20, 0.12, 0.31], [0.08, 0.07, -0.77], [-0.30, -0.03, -0.55], [-0.03, -0.49, 0.09], [0.11, -0.03, -0.06], [-0.13, -0.06, 0.24], [-0.71, 0.09, -0.16], [0.19, 0.93, 0.51], [-0.65, 0.51, -0.27], [0.40, -0.62, -0.49], [0.61, -0.31, 0.12], [0.41, -0.16, 0.29], [-0.26, 0.94, -0.08], [-0.44, 0.05, -0.53], [0.34, 0.12, 0.25], [1.02, 0.16, 1.37], [0.19, -0.65, -0.31], [0.05, 0.12, -0.46], [1.18, -0.18, 1.09], [0.07, -0.12, -0.77], [0.25, 0.58, -1.53], [-0.80, -0.14, 1.53], [0.96, -0.59, -0.02], [0.00, 0.49, -0.17], [-0.46, -0.67, -0.03], [-0.14, 0.73, 0.14], [-0.58, 0.20, -1.10], [0.19, -0.01, 0.07], [-0.07, 0.01, -0.12], [-0.62, 0.12, -0.07], [-0.47, -0.07, -0.24], [-0.12, 0.08, 0.31], [-0.01, 0.77, 0.78], [0.38, -0.56, 0.32], [-0.56, -0.19, -0.52], [0.40, -0.13, -0.18], [0.09, 0.47, 0.28], [-0.42, -0.87, -0.07], [-0.42, 0.47, -0.13]], "total_charge": -2, "energy_ev": -39354.943}

***

[4]
{"formula": "C12H30NO23PS5Si", "method": "ωB97M-V with the def2-TZVPD basis set", "species": ["N", "C", "C", "Si", "P", "O", "O", "O", "H", "H", "H", "H", "H", "H", "H", "H", "H", "H", "O", "S", "O", "O", "C", "C", "O", "H", "H", "H", "H", "O", "S", "O", "O", "C", "C", "O", "H", "H", "H", "H", "O", "S", "O", "O", "C", "C", "O", "H", "H", "H", "H", "O", "S", "O", "O", "C", "C", "O", "H", "H", "H", "H", "O", "S", "O", "O", "C", "C", "O", "H", "H", "H", "H"], "xyz": [[-2.25297, -3.81581, 4.86724], [-1.25831, -4.82633, 5.28151], [-0.77690, -4.69962, 6.79594], [0.96041, -3.88089, 6.97959], [0.81259, -1.89684, 5.96624], [1.95269, -1.03598, 6.43812], [-0.70106, -1.26771, 6.40143], [0.79669, -2.12834, 4.30201], [-2.00655, -3.34509, 3.99878], [-2.49566, -3.16418, 5.61213], [-0.39649, -4.87944, 4.54206], [-1.77326, -5.84014, 5.20165], [-1.50230, -4.02940, 7.36249], [-0.75385, -5.72667, 7.28257], [2.05064, -4.71254, 6.46784], [1.09157, -3.56829, 8.42019], [-0.93704, -1.58710, 7.29875], [1.11762, -3.03821, 4.14724], [-4.44287, -0.82161, 7.65058], [-4.32563, 0.49301, 8.18662], [-4.94734, 0.88442, 9.40387], [-4.73572, 1.54746, 7.03112], [-3.64516, 2.43878, 6.78373], [-2.39873, 1.64380, 7.12354], [-2.75583, 0.86891, 8.27104], [-3.75520, 3.30391, 7.44291], [-3.65234, 2.77162, 5.74668], [-1.54462, 2.28264, 7.34163], [-2.13858, 0.95288, 6.31749], [3.12919, -2.19550, 0.93939], [1.95372, -1.46001, 1.27104], [1.20599, -1.69806, 2.47218], [0.94547, -1.52219, 0.00411], [0.65440, -0.19557, -0.44442], [1.87728, 0.62376, -0.08111], [2.29835, 0.11691, 1.18885], [-0.23146, 0.15825, 0.08909], [0.45753, -0.18943, -1.51572], [1.65986, 1.68804, -0.01821], [2.68875, 0.46051, -0.79577], [1.58566, 4.54886, -4.23485], [2.02918, 3.43447, -3.47016], [1.36298, 2.99281, -2.28886], [3.60126, 3.65009, -3.13538], [4.36033, 2.55785, -3.64749], [3.57802, 2.04810, -4.84665], [2.20459, 2.15089, -4.46723], [4.42676, 1.79403, -2.86734], [5.36300, 2.88679, -3.91810], [3.83037, 1.01863, -5.09663], [3.73405, 2.68345, -5.72276], [-1.73692, 4.83531, -4.06805], [-1.20538, 3.93154, -5.03080], [0.18286, 3.70559, -5.19906], [-1.85286, 4.28966, -6.47007], [-2.53721, 3.14348, -6.98395], [-2.98947, 2.36494, -5.76085], [-1.91821, 2.49166, -4.82477], [-1.82946, 2.56343, -7.58104], [-3.37420, 3.44980, -7.61063], [-3.18328, 1.31678, -5.98293], [-3.88228, 2.81361, -5.31574], [1.51035, 1.27576, -7.85880], [0.75608, 0.13636, -7.46333], [-0.58509, 0.22253, -6.99519], [1.63200, -0.69631, -6.38751], [1.84942, -2.02467, -6.86787], [1.83124, -1.90751, -8.38144], [0.81201, -0.94736, -8.66276], [1.03192, -2.65531, -6.50923], [2.79628, -2.41408, -6.49583], [1.61175, -2.85567, -8.86943], [2.77937, -1.51549, -8.75967]], "forces_ev_per_a": [[0.52, -0.25, 0.18], [-0.52, -1.21, 0.14], [0.06, 0.00, -0.36], [-1.71, -0.57, 0.57], [0.91, 1.32, -0.11], [-1.67, -0.87, -0.82], [1.40, -1.00, -0.52], [-1.41, -0.78, 6.52], [-0.03, 0.06, 0.62], [0.27, -0.09, -0.54], [-0.80, 0.20, 0.88], [0.78, 1.05, 0.03], [0.71, -1.00, -0.57], [-0.18, 1.30, -0.48], [0.21, 0.00, -0.19], [0.30, 0.05, -0.07], [0.23, 0.37, -0.63], [-0.19, 0.61, -0.10], [-0.18, 0.29, 0.30], [0.29, 0.33, -0.30], [0.16, -0.37, -0.25], [0.30, -0.62, 0.25], [0.25, 0.51, 0.26], [0.17, -0.10, -0.76], [-0.71, 0.15, 0.21], [0.02, -0.01, -0.04], [-0.18, -0.20, 0.04], [-0.07, -0.14, 0.24], [0.05, 0.08, 0.02], [-0.41, -0.07, 0.27], [-0.28, 0.54, -0.34], [1.63, 0.79, -4.66], [0.68, 0.01, 0.23], [-0.37, 0.50, 0.05], [0.17, 0.09, -0.57], [-0.51, -0.65, 0.23], [0.04, 0.04, -0.05], [0.08, -0.19, 0.08], [0.07, -0.10, 0.20], [-0.07, 0.05, -0.04], [4.32, 1.37, 3.80], [0.71, 0.82, -0.76], [-0.09, -0.01, -0.34], [-0.39, -0.21, -0.33], [0.16, -0.56, 0.14], [0.30, 0.37, -0.34], [0.15, 0.35, 1.03], [0.06, -0.03, -0.06], [-0.14, 0.18, 0.07], [-0.27, 0.00, 0.08], [0.06, -0.05, 0.02], [0.46, -0.08, -0.26], [-0.70, -0.59, -0.60], [-4.60, -1.95, -2.72], [-0.21, 0.01, 0.69], [0.15, -0.51, -0.32], [-0.52, 0.21, -0.04], [0.28, 0.34, -0.28], [-0.06, -0.04, 0.05], [0.10, 0.22, 0.13], [0.27, 0.01, 0.13], [-0.02, -0.03, -0.08], [-0.39, -0.14, 0.30], [0.37, -0.29, -0.06], [0.30, 0.19, -0.30], [-0.08, 0.39, -0.55], [-0.27, -0.56, -0.04], [0.63, -0.01, -0.01], [-0.36, 0.16, 0.68], [0.05, -0.01, -0.03], [-0.03, 0.25, 0.07], [-0.22, 0.17, -0.03], [0.00, -0.08, 0.03]], "total_charge": 0, "smiles": "NCC[SiH2]P(=O)(O)O.O=S1(=O)OCCO1.O=S1(=O)OCCO1.O=S1(=O)OCCO1.O=S1(=O)OCCO1.O=S1(=O)OCCO1", "energy_ev": -132849.240}

***

Number 1: Kohn-Sham gap 9.68 eV, F_max 2.86 eV/Å, LUMO -2.63 eV. Number 2: Kohn-Sham gap 4.03 eV, F_max 7.76 eV/Å, LUMO 1.74 eV. Number 3: Kohn-Sham gap 5.67 eV, F_max 3.43 eV/Å, LUMO 4.43 eV. Number 4: Kohn-Sham gap 8.83 eV, F_max 6.72 eV/Å, LUMO -0.01 eV.